No. 1
Formula: C2H4F3P
Source: the Open Molecules 2025 dataset
Level of theory: the ωB97M-V functional and the def2-TZVPD basis

## Properties
F_max in eV Å⁻¹: 4.70
HOMO in eV: -9.72
Relative energy (zero: lowest compared OMol25 entry of this formula, charge and spin) in kJ/mol: 271.0
LUMO in eV: -0.4
Molecular weight in u: 116.02
Frontier orbital gap in eV: 9.3
Net charge: 0

Last column: natural (NBO) charge in e.
Cartesian coordinates (Å):
C -1.54 0.46 0.58  0.8823
P 0.72 -0.58 1.07  0.4146
C 1.53 -0.06 -0.53  -0.9588
F -1.53 0.76 -0.81  -0.3740
F -1.82 1.54 1.30  -0.3318
H 0.90 0.10 -1.47  0.2571
H 2.21 -0.91 -0.89  0.2395
F -2.49 -0.41 0.84  -0.3329
H -0.07 -1.69 0.40  -0.0161
H 2.09 0.78 -0.49  0.2200


No. 2
Formula: C3H5OP
Source: the Open Molecules 2025 dataset
Level of theory: the ωB97M-V functional and the def2-TZVPD basis

## Properties
F_max in eV Å⁻¹: 3.02
HOMO (spin up / spin down) in eV: -10.85 / -9.00
Relative energy (zero: lowest compared OMol25 entry of this formula, charge and spin) in kJ/mol: 434.0
LUMO (spin up / spin down) in eV: -1.7 / 0.2
Molecular weight in u: 88.05
Frontier orbital gap (spin up / spin down) in eV: 9.2 / 9.2
Net charge: 0

Last column: natural (NBO) charge in e.
Cartesian coordinates (Å):
H 1.80 3.06 -0.21  0.2591
C 1.32 2.03 -0.25  -0.1630
P 0.41 -0.74 0.47  1.5518
H -1.11 -0.40 3.51  -0.0070
O 1.42 -1.75 0.17  -0.9510
C 0.91 0.94 0.02  -0.4716
H -0.56 -0.63 -1.65  0.2448
C -1.03 -0.79 -0.72  -0.9653
H -1.54 -1.84 -0.68  0.2522
H -1.63 0.11 -0.67  0.2499


No. 3
Formula: C16H30IN4O4ReS3Si4
Source: the Open Molecules 2025 dataset
Level of theory: the ωB97M-V functional and the def2-TZVPD basis

## Properties
F_max in eV Å⁻¹: 2.37
HOMO (spin up / spin down) in eV: -4.23 / -3.91
Relative energy (zero: lowest compared OMol25 entry of this formula, charge and spin) in kJ/mol: 199.9
LUMO (spin up / spin down) in eV: 2.0 / 2.0
2S+1: 2
Molecular weight in u: 864.10
Frontier orbital gap (spin up / spin down) in eV: 6.2 / 5.9
Net charge: -1

Last column: Löwdin spin population.
Cartesian coordinates (Å):
N -1.06 1.52 4.72  0.0033
H -2.77 1.83 5.87  0.0000
H 4.18 -0.79 -0.16  0.0000
S -1.79 -2.21 3.57  -0.0193
H 2.70 -0.86 -4.24  0.0000
Si 3.09 0.34 -2.08  0.0000
H -0.15 -3.67 -3.97  0.0000
H -2.26 -1.95 -1.60  -0.0001
H -1.23 2.25 -4.38  0.0000
H -2.98 1.98 -2.16  0.0000
C 3.20 0.06 -3.94  0.0000
C -1.49 -2.60 -1.17  -0.0002
H -1.78 -3.64 -1.33  0.0000
H 0.48 1.81 -4.34  0.0000
H 4.24 0.01 -4.26  0.0000
C -4.30 -1.50 2.93  0.0264
C -0.02 3.28 -1.56  0.0000
C -2.34 1.31 -1.57  0.0000
H -2.67 0.29 -1.75  -0.0001
C -4.07 -3.55 4.24  0.0051
H 2.37 -3.45 -1.68  0.0000
Si 0.18 -2.31 -1.93  -0.0001
H -0.75 0.54 -4.36  0.0000
O 0.85 0.02 2.71  0.0118
H -2.49 1.52 -0.51  -0.0001
H 4.05 -1.88 -1.54  0.0000
O 1.92 1.63 1.16  -0.0003
Re -1.36 -0.26 2.48  0.8988
H 1.00 -4.51 -1.31  0.0000
H 4.72 2.17 -1.99  0.0000
H -0.83 3.99 -1.77  0.0000
H 1.54 -3.31 -0.12  0.0000
Si -0.58 1.59 -2.08  0.0000
C -0.51 1.54 -3.97  0.0000
C 3.66 2.09 -1.75  0.0000
C -1.70 1.97 5.78  0.0016
H 5.28 -0.60 -1.53  0.0000
H 1.03 -2.38 -4.28  0.0000
C 0.08 -2.61 -3.78  0.0000
Si 0.88 -0.12 -1.48  -0.0001
H -1.47 -2.40 -0.10  -0.0004
O 0.86 -0.36 0.30  0.0001
I -1.25 3.47 8.48  -0.0002
C -0.82 2.61 6.67  0.0003
N -4.51 -4.48 4.77  0.0154
C -3.52 -2.40 3.57  0.0384
S -3.61 -0.15 2.11  -0.0129
O -0.53 1.42 1.33  0.0162
H 3.50 2.37 -0.71  0.0000
H -0.70 -2.01 -4.24  0.0000
C -5.74 -1.63 2.91  0.0030
H 0.20 3.33 -0.49  0.0000
H 0.91 1.51 4.27  0.0000
H 3.11 2.80 -2.38  0.0000
C 4.26 -0.85 -1.25  0.0000
N -6.89 -1.73 2.89  0.0087
H 2.72 0.88 -4.49  0.0000
S 0.81 0.74 1.40  0.0030
C 0.42 2.51 6.08  0.0014
H 1.39 2.85 6.40  0.0001
N 0.22 1.87 4.91  0.0005
H 0.87 3.60 -2.11  0.0000
C 1.40 -3.50 -1.19  0.0000


No. 4
Formula: C19H45NO13P3
Source: the Open Molecules 2025 dataset
Level of theory: the ωB97M-V functional and the def2-TZVPD basis

## Properties
F_max in eV Å⁻¹: 10.40
HOMO in eV: -11.05
LUMO in eV: -4.9
Molecular weight in u: 588.49
Frontier orbital gap in eV: 6.2
Net charge: +1

Last column: Löwdin charge in e.
Cartesian coordinates (Å):
C 5.20 -2.19 -4.28  -0.1227
H 0.87 3.05 0.12  0.1173
H -9.53 -5.31 1.21  0.0946
C -1.63 2.03 -0.88  -0.1360
C -2.36 1.19 0.36  -0.2042
O -7.02 -3.63 -1.44  -0.2450
C -4.87 -3.28 2.19  -0.1605
H -0.04 0.35 -1.48  0.1133
O 2.57 0.10 -5.06  -0.2672
O -6.04 -4.01 1.85  -0.2686
C 2.65 6.19 3.85  -0.1656
H 4.14 1.47 3.05  0.0822
H -4.08 -3.48 1.46  0.0682
H 2.32 1.55 -2.12  0.0836
O 2.63 4.85 3.40  -0.2617
H -2.32 1.92 -1.85  0.1392
O 4.85 -1.72 -6.92  -0.2685
H -5.15 -3.28 -2.22  0.0694
H -6.38 -3.83 -3.38  0.0926
H 0.61 0.69 -4.99  0.0766
N -1.79 1.65 1.67  0.0483
H 2.01 6.79 3.19  0.0903
C -8.55 -4.92 1.51  -0.1195
H 5.55 -2.04 -8.82  0.0910
O 4.72 0.34 -5.85  -0.2599
H 4.95 2.10 1.61  0.0848
H 3.12 2.69 -0.83  0.0886
O -7.68 -4.99 0.40  -0.2694
H -2.59 2.05 2.25  0.2055
O -2.46 -1.24 1.38  -0.1576
H 4.28 3.83 7.05  0.0803
H -8.69 -3.89 1.87  0.0867
C 4.89 2.18 2.69  -0.1214
C 4.33 2.80 6.69  -0.1429
H 5.18 -2.34 -3.20  0.0895
H 5.11 2.27 7.24  0.0929
C -0.13 1.50 -1.25  -0.2198
C -1.08 -2.68 4.55  0.1002
H 3.96 -1.24 -8.71  0.0776
H -5.69 -4.99 -2.22  0.0831
H 1.32 0.58 -6.62  0.0833
O -7.13 -2.45 0.53  -0.2695
H 5.45 -0.33 -8.32  0.0845
O 2.50 2.79 4.41  -0.2984
H 3.06 0.79 -0.45  0.0861
C -1.08 0.63 2.51  -0.0838
C -1.04 -1.88 3.37  -0.0055
H 0.04 0.96 2.68  0.1524
H -4.53 -3.60 3.18  0.0882
O 4.63 2.77 5.31  -0.2632
H 5.93 -1.41 -4.51  0.0881
P -6.53 -3.82 0.21  0.7492
H -1.56 -0.88 -0.53  0.1341
H -3.44 -0.66 -0.45  0.1672
O 4.57 3.52 3.03  -0.2716
H 3.37 2.30 6.87  0.0821
H -1.08 -3.08 5.67  0.0787
H -1.12 2.47 1.54  0.1808
H -0.23 -1.15 1.34  0.1590
H -8.16 -5.54 2.32  0.0859
O 3.89 -1.85 -4.72  -0.2794
H 5.51 -3.12 -4.76  0.0868
C -2.42 -0.43 0.12  -0.1029
H -1.58 0.66 3.59  0.1683
C -1.16 -0.92 2.01  -0.2653
H -3.49 1.56 0.34  0.1780
H 0.90 -0.91 -5.72  0.0810
H -1.58 3.18 -0.66  0.1320
C 1.03 1.91 -0.15  -0.2389
P 3.63 3.81 4.36  0.7551
C 4.96 -1.30 -8.26  -0.1455
C -6.00 -3.95 -2.36  -0.1687
H -5.09 -2.21 2.22  0.0748
H 2.26 6.24 4.87  0.0820
H 0.19 2.06 -2.26  0.1263
H 1.09 1.20 0.78  0.0842
H 5.87 1.93 3.12  0.0895
H 3.67 6.59 3.82  0.0851
C 2.49 1.70 -0.95  -0.1164
P 3.71 -0.81 -5.99  0.7522
C 1.28 0.11 -5.63  -0.1708


No. 5
Formula: C4H6N2
Source: the Open Molecules 2025 dataset
Level of theory: the ωB97M-V functional and the def2-TZVPD basis

## Properties
F_max in eV Å⁻¹: 9.89
HOMO in eV: -8.70
Relative energy (zero: lowest compared OMol25 entry of this formula, charge and spin) in kJ/mol: 313.5
LUMO in eV: 0.8
Molecular weight in u: 82.11
Frontier orbital gap in eV: 9.5
Net charge: 0

Last column: natural (NBO) charge in e.
Cartesian coordinates (Å):
N -0.50 0.85 1.77  -0.7768
H 0.38 0.91 1.89  0.3673
H -0.18 -1.89 -1.69  0.2292
H -0.89 0.16 -2.03  0.2355
H -1.23 0.99 2.59  0.3979
C 1.57 0.01 0.04  0.2410
C -0.09 -0.57 -1.71  -0.6213
H 0.94 -0.32 -2.13  0.2414
H -1.93 -0.05 0.53  0.2066
C -0.81 -0.02 0.73  0.0309
C 0.05 -0.28 -0.18  -0.1955
N 2.70 0.21 0.20  -0.3562


No. 6
Formula: C8H10N3O4
Source: the Open Molecules 2025 dataset
Level of theory: the ωB97M-V functional and the def2-TZVPD basis

## Properties
F_max in eV Å⁻¹: 4.93
HOMO in eV: -13.13
Relative energy (zero: lowest compared OMol25 entry of this formula, charge and spin) in kJ/mol: 0.0
LUMO in eV: -4.1
Molecular weight in u: 212.19
Frontier orbital gap in eV: 9.0
Net charge: +1

Last column: natural (NBO) charge in e.
Cartesian coordinates (Å):
N -2.51 1.79 0.06  -0.4054
H -2.06 2.39 0.72  0.3873
H -4.36 1.39 -0.62  0.2162
C 2.31 -0.67 0.25  -0.3598
N -0.63 -0.94 -0.34  -0.5804
O 0.57 1.02 0.12  -0.4875
O -3.01 -1.39 -0.74  -0.3745
C 0.44 -1.94 -0.75  0.7297
H 1.49 -0.30 -1.73  0.2524
C -3.93 1.49 0.35  -0.4312
H 4.46 -0.20 -0.22  0.2555
O 1.12 0.09 2.17  -0.4093
C 3.57 0.31 0.23  -0.5875
H 2.50 -1.57 0.87  0.2772
C 1.38 0.07 1.02  0.8246
H 2.36 -2.00 -1.43  0.2862
O 0.28 -3.09 -0.68  -0.4271
H 3.37 1.23 -0.25  0.2332
H 3.82 0.30 1.34  0.2470
H -4.50 2.28 0.70  0.2475
C -0.51 0.47 -0.14  0.7717
C -2.07 -0.78 -0.54  0.8785
C 1.68 -1.14 -1.08  -0.5194
N -1.76 0.71 -0.11  -0.2289
H -4.02 0.48 0.80  0.2040


No. 7
Formula: C49H44As2Cl2N7O2Sn
Source: the Open Molecules 2025 dataset
Level of theory: the ωB97M-V functional and the def2-TZVPD basis

## Properties
F_max in eV Å⁻¹: 0.26
HOMO in eV: -10.05
Relative energy (zero: lowest compared OMol25 entry of this formula, charge and spin) in kJ/mol: 23.8
LUMO in eV: -3.2
Molecular weight in u: 1102.40
Frontier orbital gap in eV: 6.8
Net charge: +1

Last column: Löwdin charge in e.
Cartesian coordinates (Å):
Cl 0.47 1.55 -6.73  0.7277
H 4.75 0.34 -4.26  0.1194
H -1.93 -3.32 -2.51  0.0393
H 0.32 -4.19 -3.17  0.0897
H 0.32 -2.33 -9.62  0.1110
C 3.78 0.21 -2.35  -0.0846
C -0.55 -0.87 -6.10  -0.3098
N -0.82 -0.34 -4.84  0.0625
C 0.71 3.11 0.17  -0.1370
H 0.87 0.04 -9.06  0.1084
C -3.27 -0.27 -5.10  -0.0103
C -2.53 -3.39 1.92  -0.1404
C 6.15 0.98 -1.41  -0.0453
N 6.29 1.39 1.48  0.1437
C 2.78 4.24 -0.31  -0.0753
C -3.35 -4.50 2.08  -0.0864
H 0.27 -5.39 -1.88  0.1263
H -2.33 6.76 2.33  0.1063
H -0.69 -0.10 7.49  0.1086
C -2.18 3.49 4.36  -0.1327
C -2.26 -0.29 -2.92  -0.1730
H -1.33 -0.65 -1.02  0.1125
H 1.33 3.69 -1.79  0.1076
C 3.10 4.22 1.05  -0.0902
As -0.48 -1.50 2.60  1.2275
C 1.03 3.05 1.52  -0.4526
C -1.57 -3.79 4.09  -0.0999
C -2.38 -4.91 4.24  -0.0757
C -3.28 -5.26 3.24  -0.0816
C 0.58 -3.44 -1.26  -0.1704
C 5.08 0.74 -0.55  -0.1842
C -1.32 1.18 1.75  -0.4537
C -1.30 3.68 3.29  -0.4113
C -4.67 -0.17 -3.15  -0.0767
C -2.14 -0.31 -4.30  -0.2221
H -2.12 2.58 4.95  0.0881
C -3.53 -0.21 -2.35  -0.0317
C -0.61 -0.71 5.44  -0.1247
H -5.41 -0.18 -5.16  0.1080
C -3.18 5.63 3.94  -0.0834
H -0.80 0.95 0.82  -0.0004
H 4.02 4.67 1.39  0.1050
H -5.65 -0.12 -2.69  0.1046
H -3.80 4.30 5.50  0.1048
N 4.15 0.75 1.74  0.0476
C 0.19 -1.13 4.38  -0.4524
H -1.96 -4.41 -1.11  0.0702
C -1.86 -0.11 2.36  -0.4354
H -4.05 -4.77 1.29  0.1051
H 3.18 -1.17 6.00  0.1017
H -3.90 6.39 4.20  0.1055
H 2.81 -0.08 -2.73  0.1098
H -2.59 -0.55 1.68  0.0518
C -0.06 -4.39 -2.17  -0.2075
H -0.67 5.03 1.75  0.0952
C 0.40 -0.61 -8.33  -0.1034
C 5.20 0.96 0.90  -0.3343
N 5.91 1.46 2.77  0.0470
H -0.34 0.54 -4.66  0.0680
H -1.68 -0.59 5.29  0.1016
C -1.59 -4.28 -2.13  -0.1070
C -3.12 4.45 4.68  -0.0842
O 0.98 0.49 -1.25  -0.3669
H 7.10 1.30 -1.02  0.1239
Cl -1.38 -3.31 -5.21  0.7786
N 1.05 -2.65 -0.57  0.0968
H 4.12 1.05 3.86  0.1342
N 6.04 0.83 -2.72  0.1137
H -3.92 -6.12 3.36  0.1065
C -1.36 4.86 2.57  -0.0976
H 1.74 -0.37 7.85  0.1068
C 1.31 -0.58 6.88  -0.0775
H -2.39 0.07 3.30  0.0597
H -3.63 -0.20 -1.27  0.1081
C -0.50 -2.73 -7.68  -0.1071
H -3.17 -0.28 -6.18  0.1227
H -2.14 1.85 1.48  0.0805
H -2.32 -5.50 5.14  0.1077
C 0.09 -1.92 -8.64  -0.0759
H -2.02 -5.07 -2.75  0.0791
C 1.56 -1.29 4.60  -0.1440
C -4.53 -0.21 -4.53  -0.0687
C 4.85 0.45 -3.19  -0.0801
C 2.11 -1.02 5.84  -0.0912
N 3.89 0.34 -1.03  0.0191
H -0.88 -3.53 4.88  0.0973
C 2.23 3.62 1.95  -0.1513
C -2.29 5.84 2.90  -0.0775
H 2.19 -1.64 3.79  0.0829
H -2.59 -2.81 1.01  0.0832
C 1.59 3.68 -0.74  -0.0683
C -0.06 -0.43 6.67  -0.0715
Sn 1.91 -0.29 0.36  1.2907
H 3.46 4.70 -1.02  0.1070
C -1.64 -3.03 2.93  -0.3957
H 6.57 1.77 3.47  0.1663
C 0.08 -0.10 -7.09  -0.5755
H 2.49 3.60 3.01  0.0912
C -0.79 -2.21 -6.43  -0.5593
C -1.05 -0.46 -2.06  -0.0653
H -0.48 -1.33 -2.40  0.1022
O -0.16 1.67 -2.75  0.1044
C 4.64 1.08 2.92  -0.1353
H -0.22 2.70 -0.20  0.0936
H -0.72 -3.77 -7.88  0.1061
As -0.07 2.22 2.91  1.3009
C -0.05 0.69 -2.06  -0.5814


No. 8
Formula: C5H8N4O2
Source: the Open Molecules 2025 dataset
Level of theory: the ωB97M-V functional and the def2-TZVPD basis

## Properties
F_max in eV Å⁻¹: 5.96
HOMO (spin up / spin down) in eV: -8.45 / -8.45
Relative energy (zero: lowest compared OMol25 entry of this formula, charge and spin) in kJ/mol: 594.5
LUMO (spin up / spin down) in eV: 0.0 / 0.0
Molecular weight in u: 156.15
Frontier orbital gap (spin up / spin down) in eV: 8.4 / 8.4
Net charge: 0

Last column: natural (NBO) charge in e.
Cartesian coordinates (Å):
H 1.39 0.60 -0.70  0.2039
C 1.44 -0.67 1.07  -0.6106
H 1.15 0.12 1.68  0.2136
H 2.44 -0.53 1.09  0.2057
O -4.32 -1.20 0.45  -0.3763
N -2.67 0.07 -0.02  -0.2651
C -3.25 1.29 0.34  -0.1176
O -2.50 -2.05 -0.33  -0.4522
H 1.05 -1.71 1.23  0.2129
N -3.22 -1.11 0.01  0.6577
C -2.28 2.24 0.44  -0.0497
H -4.29 1.35 0.37  0.2357
C 1.06 -0.28 -0.39  -0.1941
N -0.37 -0.44 -0.54  -0.6128
H -2.50 3.34 0.56  0.2273
C -1.21 0.54 -0.27  0.6049
N -1.03 1.73 0.00  -0.5255
H -0.81 -1.41 -0.62  0.4490
H 1.67 -0.97 -0.99  0.1930